One molecule with the formula C6H11NS. Source: the Open Molecules 2025 dataset; level of theory: wB97M-V/def2-TZVPD.

electronic energy = -687.98809 hartree
gap between HOMO and LUMO = 8.27 eV
max |F| = 5.872 eV/A
HOMO energy = -8.646 eV

Geometry as ORCA input:
```
! RIJCOSX wB97M-V def2-TZVPD def2/J DEFGRID3
* xyz 0 1
S 2.183 -2.795 -1.714
N -0.086 -0.844 0.507
C -1.122 1.266 -0.704
C 1.264 -1.849 -0.735
C -0.807 0.440 0.481
C -0.141 -1.682 -0.754
C 1.385 -0.494 0.084
C -0.010 1.234 1.572
H -0.497 -1.156 -1.756
H -1.966 1.861 -0.516
H -0.467 0.470 2.320
H -0.232 1.799 -0.825
H -0.938 -2.596 -0.676
H 2.075 -0.378 0.932
H 1.218 1.320 1.494
H -0.511 2.212 1.741
H 1.674 0.312 -0.713
H -1.665 0.156 0.892
H -1.361 0.722 -1.627
*
```


A 3-piece molecular cluster, C6H11NS2 overall. Source: the Open Molecules 2025 dataset; level of theory: wB97M-V/def2-TZVPD.

electronic energy = -1086.14375 hartree
gap between HOMO and LUMO = 7.79 eV
max |F| = 3.585 eV/A
HOMO energy = -7.278 eV

Geometry as ORCA input:
```
! RIJCOSX wB97M-V def2-TZVPD def2/J DEFGRID3
* xyz 0 1
S -1.625 0.428 0.413
S -0.274 -1.750 1.733
N -1.481 -0.863 -1.929
C -1.790 -0.801 1.580
C 0.727 1.567 1.253
C -0.269 -2.027 -0.104
C -1.055 -0.892 -0.711
C 0.049 1.969 -1.123
C -0.136 1.408 0.259
H 3.504 -1.394 0.309
H 1.513 2.271 1.144
H -0.683 -3.073 -0.386
H 1.084 2.470 -1.441
H 0.561 1.269 2.334
H 0.758 -1.929 -0.464
H 3.396 -0.548 0.129
H -0.537 2.956 -1.159
H -1.344 -1.708 -2.474
H -0.171 1.171 -1.936
H -2.227 -0.524 2.573
*
```


One molecule with the formula C6H11NSSi. Source: the Open Molecules 2025 dataset; level of theory: wB97M-V/def2-TZVPD.

electronic energy = -977.45788 hartree
gap between HOMO and LUMO (alpha / beta) = 7.81 / 7.81 eV
max |F| = 4.923 eV/A
HOMO energy (alpha / beta) = -7.770 / -7.770 eV

Geometry as ORCA input:
```
! RIJCOSX wB97M-V def2-TZVPD def2/J DEFGRID3
* xyz 0 1
S -4.307 -0.029 0.053
Si 0.961 0.177 -0.140
N -1.717 1.017 0.123
C -2.931 1.106 0.416
C 2.333 1.657 -0.128
C 1.264 -0.989 -1.717
C -3.617 -1.465 -0.076
C 1.121 -0.844 1.538
C -0.670 1.003 -0.360
H 0.436 -1.619 -1.839
H 0.326 -1.628 1.614
H 2.018 2.691 -0.441
H 1.980 -1.405 1.911
H 0.762 -0.241 2.383
H 3.037 1.305 -0.775
H 2.138 -1.646 -1.646
H -4.278 -2.306 -0.097
H 1.435 -0.485 -2.644
H 2.908 1.850 0.829
H -3.199 1.849 0.995
*
```


An isolated ion of composition C6H11O2 and charge -1. Source: the Open Molecules 2025 dataset; level of theory: wB97M-V/def2-TZVPD.

electronic energy = -385.76064 hartree
gap between HOMO and LUMO = 7.61 eV
max |F| = 1.067 eV/A
HOMO energy = -3.877 eV

Geometry as ORCA input:
```
! RIJCOSX wB97M-V def2-TZVPD def2/J DEFGRID3
* xyz -1 1
O 1.897 -1.710 -2.747
O 1.386 0.460 -2.419
C -1.324 0.731 0.168
C 1.453 -0.742 -2.085
C -1.795 -0.041 1.411
C 1.001 -1.111 -0.644
C 0.128 1.146 0.246
C 1.148 0.011 0.379
H -1.560 0.118 -0.702
H 1.121 -0.369 1.408
H -1.815 0.621 2.283
H -0.030 -1.458 -0.683
H -2.813 -0.425 1.295
H -1.132 -0.884 1.612
H 2.129 0.479 0.261
H -1.973 1.605 0.084
H 1.543 -2.002 -0.336
H 0.256 1.831 1.099
H 0.379 1.740 -0.630
*
```


An isolated ion of composition C6H11O2 and charge +1. Source: the Open Molecules 2025 dataset; level of theory: wB97M-V/def2-TZVPD.

electronic energy = -385.34525 hartree
gap between HOMO and LUMO = 12.34 eV
max |F| = 5.507 eV/A
HOMO energy = -16.008 eV

Geometry as ORCA input:
```
! RIJCOSX wB97M-V def2-TZVPD def2/J DEFGRID3
* xyz 1 1
O -0.588 -1.038 0.178
O 0.976 0.457 -0.364
C -1.941 -1.085 0.274
C -2.599 0.278 -0.240
C 3.250 0.173 0.298
C -0.157 0.135 -0.014
C -1.609 1.343 0.110
C 2.053 -0.441 -0.346
H 2.326 -0.671 -1.369
H -1.786 1.832 1.040
H 3.661 0.837 -0.412
H 1.771 -1.417 0.001
H -3.383 0.397 0.469
H -2.976 0.237 -1.233
H -2.207 -1.229 1.281
H -1.344 2.050 -0.725
H 2.879 0.688 1.051
H -2.272 -1.844 -0.474
H 3.948 -0.703 0.474
*
```